Computed, not measured: a single C19H16F2N2O5S molecule at a distorted geometry, with ωB97M-V/def2-TZVPD.

Calculated values
max |F|	0.1267	Eh/bohr
LUMO energy	-0.0186	hartree
DFT total energy	-1817.14899	Ha
E_HOMO	-9.20	eV

CARTESIAN COORDINATES (ANGSTROEM)
O  -3.41483  -0.91124  -0.29918
C  -2.52129  -1.67458  0.17519
C  -2.46171  -1.98207  1.69260
C  -1.02933  -1.70762  2.23756
C  -0.74131  -0.26954  2.61387
N  0.57701  -0.03034  3.11596
C  1.56526  0.37404  2.29587
N  1.39916  0.67171  0.96381
S  2.97012  0.55082  0.25563
O  2.92574  -0.68770  -0.60763
O  3.19602  1.76526  -0.55006
C  3.86297  0.51176  1.81259
C  5.20138  0.79008  2.18807
C  5.59033  0.98666  3.42852
C  4.58818  1.06355  4.41288
C  3.27637  0.75791  4.13952
C  2.92519  0.51939  2.79282
O  -1.55269  -2.32082  -0.56731
C  -1.22871  -1.83948  -1.91245
C  -1.08139  -0.34637  -2.30102
O  -0.20471  0.25194  -1.75821
C  -1.86081  0.20529  -3.39222
C  -3.14293  -0.30744  -3.79684
C  -3.96994  0.33694  -4.70740
C  -3.52766  1.54679  -5.23186
F  -4.32931  2.14821  -6.16010
C  -2.36809  2.12142  -4.79702
F  -1.86210  3.19556  -5.42273
C  -1.59229  1.51768  -3.83370
H  -3.25362  -1.30442  2.08748
H  -2.83244  -2.97678  1.95250
H  -0.95715  -2.17767  3.22849
H  -0.26502  -2.07124  1.61825
H  -1.07176  0.49828  1.83314
H  -1.46285  -0.16915  3.45318
H  0.52299  0.64479  0.44620
H  5.85559  0.96058  1.28800
H  6.54247  1.36962  3.68311
H  4.82746  1.17544  5.46686
H  2.46190  0.68571  4.90894
H  -2.06907  -2.17403  -2.52410
H  -0.38248  -2.36951  -2.22879
H  -3.45469  -1.30401  -3.53465
H  -4.91984  -0.08270  -5.05174
H  -0.73011  2.05727  -3.41403